(1)
Here is 16 unconnected molecules or ions with the total composition C96H192F24N8O16 at a distorted geometry from OMol25. Energies are from wB97M-V/def2-TZVPD.

Its highest occupied orbital energy is -5.10 eV. The energy above the lowest of the compared OMol25 structures with the same formula, charge and spin is 204.4 kJ/mol. The value obtained for the gap between HOMO and LUMO is 0.155 hartree. For the LUMO energy, the calculation gives -0.89 eV. The maximum force is 4.7 eV/Å.

```
! wB97M-V def2-TZVPD RIJCOSX def2/J DEFGRID3
* xyz 0 1
F -3.105 5.816 3.731
F -2.851 -0.996 -2.385
F 0.623 -2.286 2.404
F 2.229 4.399 -5.137
F 6.193 -3.267 -4.948
F 4.110 4.067 -4.162
F -2.392 -8.541 4.854
F -2.063 5.713 5.551
F -3.097 -1.907 -4.357
F -1.829 -0.155 -4.106
F 4.398 -4.339 -5.381
F -3.538 -2.217 -7.975
F -2.109 -1.144 -6.775
F 5.336 -3.144 -6.974
F -3.155 -7.291 6.431
F 1.692 3.294 5.808
F -1.391 7.145 3.978
F 2.350 -1.655 1.599
F 2.767 3.114 7.644
F -4.415 -8.007 4.877
F 3.770 3.663 5.799
F 3.761 5.779 -5.306
F 0.705 -0.292 1.493
F -1.371 -2.354 -8.331
O -2.860 -0.793 -10.273
O 2.219 7.027 -3.519
O -4.081 1.342 -3.120
O 1.217 -3.277 -0.374
O 1.046 -0.957 -0.864
O -1.212 0.346 -8.930
O -1.427 3.571 4.194
O 2.520 0.549 6.980
O 3.107 -1.595 -5.694
O 4.053 -2.312 -3.730
O -1.673 -5.668 4.433
O 4.488 1.075 5.886
O -5.424 -0.492 -3.739
O 1.568 5.057 -2.634
O -0.945 4.915 2.306
O -3.972 -5.239 4.697
N 1.625 -2.981 6.157
N 5.535 -1.800 -1.276
N -7.306 -0.069 6.759
N 2.538 4.793 1.205
N -0.799 6.911 -5.835
N 1.246 -5.188 -3.812
N -3.439 3.073 -0.318
N 0.094 -6.326 1.237
C 4.529 0.445 -1.614
C 5.979 -0.250 7.392
C 2.567 -3.045 7.341
C 1.604 4.301 0.134
C 2.600 6.394 3.199
C -0.004 -0.211 -1.443
C -2.130 -5.084 0.610
C 4.380 -7.494 -3.568
C 0.439 -8.474 2.354
C 5.196 1.083 7.199
C -1.874 5.870 4.259
C 1.007 -5.147 -5.338
C -1.148 1.103 4.064
C 4.974 -2.770 4.621
C -7.064 -0.770 8.028
C -8.605 -1.799 5.697
C 1.867 2.780 -0.012
C 5.975 -2.794 0.950
C 1.967 0.016 -6.953
C -4.296 -3.158 5.726
C -1.971 3.259 -5.325
C 3.175 5.019 -4.435
C -0.801 -5.737 0.215
C 3.093 1.257 6.054
C -7.279 -1.049 5.620
C -3.753 1.661 0.084
C 2.834 2.430 1.119
C -4.069 4.504 -2.203
C -0.544 -3.130 7.244
C -3.230 -7.519 5.119
C -0.611 8.552 -7.654
C 3.124 7.992 -3.007
C 1.179 -3.665 -3.489
C -4.292 0.312 -3.939
C -6.053 -0.479 -2.440
C 4.280 -1.972 -4.976
C -2.429 -1.546 -8.077
C -2.521 4.466 -2.097
C 0.172 -3.070 -4.458
C 2.922 -7.136 -3.550
C 3.534 -2.237 4.530
C -2.581 -0.389 -9.097
C -6.285 1.061 6.505
C 3.836 5.288 0.610
C 1.740 7.526 3.706
C -0.607 7.267 -4.390
C -2.301 3.086 -1.406
C 6.193 -2.875 -2.177
C 2.790 3.597 2.102
C 0.731 8.190 -7.097
C 0.617 -2.101 -0.063
C 4.646 -3.323 0.304
C -1.570 5.623 -5.885
C 0.053 -5.911 -3.191
C 2.607 9.352 -3.513
C 0.553 6.823 -6.539
C -3.490 -4.392 5.716
C -1.513 8.097 -6.504
C 4.186 -2.255 -0.702
C 0.457 0.610 -2.669
C -3.255 3.977 0.926
C -0.504 -1.845 6.455
C 1.900 5.982 1.942
C -0.912 4.790 3.595
C 6.402 -1.622 -0.041
C 0.838 -5.262 2.149
C 2.858 2.870 6.330
C 1.157 -7.108 0.494
C 2.552 -5.659 -3.323
C 0.118 0.170 -11.013
C -4.850 0.564 6.379
C -0.891 4.339 -5.493
C -9.553 -0.839 6.487
C -0.641 -7.402 2.059
C -3.859 1.707 6.153
C -2.907 -6.149 4.297
C -6.854 -1.744 -2.390
C -2.837 -4.813 -0.720
C -8.721 0.422 6.759
C -3.297 -0.475 1.183
C 4.976 -3.156 -5.668
C -0.187 -4.177 -5.430
C 0.937 -1.603 6.040
C 5.487 -0.553 -2.108
C 2.856 -0.213 -5.696
C -0.676 1.079 -9.974
C -0.602 2.465 3.630
C 1.034 -1.571 1.337
C 1.649 -8.137 1.444
C 4.875 1.741 -2.297
C -2.692 0.890 0.826
C 0.518 -4.004 6.513
C -3.112 -0.666 -3.736
C 2.442 -3.276 4.923
C -4.656 3.627 -1.037
C 2.587 5.612 -3.154
H -1.960 4.435 -2.997
H 1.962 3.412 2.744
H -5.383 4.098 -0.390
H -4.237 -0.323 1.776
H -6.379 1.575 7.430
H 0.961 2.172 0.037
H -2.689 3.528 1.716
H 2.621 1.530 1.678
H 1.912 -4.667 -5.744
H -0.381 0.463 -0.661
H 0.383 -6.152 -2.203
H 3.325 -1.831 3.505
H -1.429 -7.829 1.503
H 1.757 1.096 -6.960
H 0.781 7.141 3.911
H -0.820 -5.321 -3.121
H -0.844 7.913 -8.511
H 6.717 -3.647 -1.595
H -0.082 6.468 -3.822
H 2.423 0.163 -4.740
H 2.117 7.982 4.629
H 0.102 1.656 -9.469
H -2.416 1.459 1.674
H -2.527 7.795 -6.607
H 3.614 -2.526 -1.605
H -0.652 -2.619 -3.900
H 4.304 4.517 -0.031
H 1.981 -6.496 0.134
H 4.842 -4.191 -0.319
H -4.361 5.559 -2.009
H 3.170 10.117 -3.012
H -3.195 -6.319 3.184
H 0.611 0.849 -11.773
H -2.423 5.760 -5.234
H -1.375 1.693 -10.552
H 0.079 4.787 4.040
H -0.262 -6.794 -3.756
H -0.191 -2.956 8.267
H -3.566 -4.956 6.657
H 1.926 6.828 1.217
H 4.205 7.828 -3.312
H 3.807 0.362 -5.747
H 0.097 -9.492 2.297
H 6.142 -0.661 0.481
H 5.236 -0.904 -3.140
H 6.471 -0.148 -1.963
H -0.769 -0.964 -1.695
H -0.539 0.267 3.644
H 3.838 2.280 0.778
H 2.811 1.185 4.910
H -0.185 4.113 -6.301
H 5.219 -2.990 5.649
H -1.886 5.499 -6.903
H -2.550 3.342 -4.392
H 1.032 -1.366 4.998
H 2.050 -2.717 8.233
H 5.888 -2.422 1.987
H 1.221 6.421 -5.777
H -2.641 3.325 -6.178
H -1.442 3.005 -0.794
H -0.433 1.141 -3.068
H 7.036 -2.330 -2.679
H 5.190 -1.051 7.544
H 1.028 -4.758 7.078
H -6.251 -1.512 7.888
H -0.610 -0.490 -11.486
H -2.170 0.980 3.657
H 1.713 8.397 3.024
H -1.546 7.433 -3.927
H 0.779 -8.377 3.411
H 3.493 0.245 -1.892
H 0.975 8.837 -6.191
H 3.562 -1.328 5.128
H 0.703 -7.590 -0.365
H -2.621 4.825 0.632
H -8.920 1.013 7.641
H -2.810 -5.732 -1.298
H -4.634 0.020 7.287
H 2.903 -4.087 7.426
H -4.220 4.388 1.242
H -1.815 0.701 0.221
H -2.737 -5.791 1.207
H 0.383 6.135 -7.393
H 3.153 8.030 -1.913
H 0.979 -6.138 -5.786
H -0.230 -4.971 -0.285
H 2.900 -4.277 5.092
H -5.365 -3.303 5.627
H -9.851 -1.276 7.457
H -1.136 -1.960 5.565
H -6.732 -0.094 8.795
H -4.267 0.413 -5.067
H 1.700 -3.348 4.146
H 0.417 2.626 3.965
H -1.246 1.033 5.152
H -6.735 0.396 -2.470
H 2.446 -7.522 -4.492
H -2.460 -4.205 5.548
H -3.337 0.359 -8.680
H 1.578 9.420 -3.220
H 2.489 -0.238 -7.857
H 0.893 -3.559 -2.415
H 6.749 -3.533 0.830
H 0.580 4.490 0.471
H 4.961 -1.094 -5.149
H 6.529 -0.158 8.363
H 7.476 -1.620 -0.310
H -6.295 -2.618 -2.746
H 4.546 0.506 -0.510
H 3.394 -2.413 7.111
H -4.569 1.662 0.822
H -0.794 9.573 -7.973
H 2.281 2.631 -0.976
H -3.553 -1.062 0.332
H 0.048 8.126 -4.255
H -8.836 1.145 5.915
H -7.891 -1.362 8.402
H 4.863 -6.768 -4.238
H 0.795 5.758 2.084
H -0.457 -2.078 0.148
H -2.436 2.263 -2.100
H 4.852 -7.609 -2.562
H 5.736 2.004 7.251
H 2.232 -3.371 -3.577
H -0.997 -6.897 2.994
H 3.703 -1.349 -0.266
H -3.925 -2.543 4.920
H -1.595 8.845 -5.671
H -3.936 2.427 6.971
H 1.963 -9.046 0.988
H 3.598 6.135 -0.034
H 2.455 -7.720 2.082
H -5.133 2.781 -1.550
H -1.121 -4.680 -5.177
H 1.585 8.165 -7.771
H 5.087 -3.705 4.043
H -1.996 -4.183 1.266
H -0.885 -6.432 -0.610
H 1.510 -0.826 6.623
H -4.716 -0.233 5.624
H -1.568 2.276 -5.446
H 5.809 2.174 -1.886
H 1.063 -0.599 -6.827
H -8.992 -2.011 4.706
H 1.177 1.343 -2.437
H 4.908 1.460 -3.359
H 3.299 -5.031 -3.763
H -3.859 2.135 5.142
H -3.878 -4.545 -0.609
H -3.974 1.097 -0.827
H -2.388 -4.081 -1.339
H -10.420 -0.510 5.913
H -2.569 -1.042 1.771
H 4.399 1.187 7.892
H -8.462 -2.724 6.239
H 1.020 -4.450 1.458
H -0.674 2.513 2.526
H 2.565 -5.362 -2.243
H 0.889 -0.082 -3.425
H 1.823 4.851 -0.790
H -7.748 -1.683 -3.071
H 0.902 -0.433 -10.534
H 5.403 -3.172 -2.876
H -2.165 5.303 -1.545
H -0.333 -3.930 -6.485
H 0.650 -2.244 -4.983
H -4.148 -2.690 6.711
H 4.467 5.631 1.456
H 6.681 -0.379 6.582
H -7.300 -1.859 -1.407
H -0.915 -0.966 6.963
H 3.720 3.806 2.664
H 2.635 5.596 3.983
H -0.220 4.431 -4.613
H 1.834 -5.639 2.443
H -2.894 1.180 6.272
H -6.688 1.535 5.593
H 2.383 -7.697 -2.757
H -5.261 -0.290 -1.689
H 0.189 -5.071 2.982
H 4.147 2.530 -2.264
H -4.550 4.062 -3.078
H 0.045 -4.464 5.644
H -6.361 -1.656 5.751
H 3.833 -3.629 1.030
H 4.546 -8.374 -4.149
H 3.472 5.857 -2.481
H 5.688 -2.035 4.300
H -7.206 -0.393 4.740
H -1.476 -3.640 7.257
H 2.740 9.482 -4.636
H 3.630 6.726 3.021
*
```



(2)
Here is a molecular structure, C18H33ClN3O5PPd at a distorted geometry from OMol25. Energies are from wB97M-V/def2-TZVPD.

Its highest occupied orbital energy (alpha / beta) is -8.42 / -8.41 eV. The energy above the lowest of the compared OMol25 structures with the same formula, charge and spin is 102.1 kJ/mol. The value obtained for the gap between HOMO and LUMO (alpha / beta) is 0.271 / 0.238 hartree. For the LUMO energy (alpha / beta), the calculation gives -1.05 / -1.94 eV. Its expectation value of S² is 2.0184. The maximum force is 1.5 eV/Å.

```
! wB97M-V def2-TZVPD RIJCOSX def2/J DEFGRID3
* xyz 0 3
Pd -0.579 -0.799 -0.171
Cl -1.823 -1.803 1.494
P 2.447 1.008 1.639
O 1.901 -0.097 0.835
O 0.294 -2.225 -0.706
O -0.751 1.268 1.250
O -2.633 -0.642 0.830
O -1.552 -1.478 2.933
N 3.332 2.045 0.694
N 1.236 1.954 2.301
N 3.307 0.332 2.913
C 4.167 1.434 -0.352
C -0.517 0.487 -3.038
C 5.283 0.232 4.254
C 3.807 3.389 0.984
C 3.929 -0.985 2.741
C 4.079 1.112 3.882
C 5.395 -0.743 3.080
C 5.284 2.453 -0.614
C 5.293 3.326 0.643
C 0.347 2.073 -4.696
C 1.335 3.040 3.273
C -0.018 1.235 2.477
C 0.005 -0.365 -5.236
C -0.537 0.845 -4.460
C -0.477 0.166 -1.875
C -0.750 1.964 3.606
C -1.980 1.137 -4.889
C 0.389 2.609 4.390
H 3.608 3.678 2.014
H 0.880 1.858 5.014
H 5.033 3.065 -1.481
H 3.751 -1.364 1.738
H 3.304 4.109 0.326
H 6.183 0.823 4.415
H -0.610 -1.242 -5.039
H 4.412 2.057 3.441
H 1.022 -0.592 -4.919
H 3.469 1.342 4.762
H -0.028 2.922 -4.127
H 0.063 3.431 5.024
H 0.176 0.196 2.763
H -2.611 0.268 -4.709
H 3.568 1.236 -1.244
H 0.358 2.339 -5.754
H -1.397 2.732 3.178
H 0.001 -0.163 -6.307
H 5.906 -0.270 2.238
H 5.064 -0.324 5.166
H 6.243 1.972 -0.800
H -2.016 1.379 -5.952
H 2.356 3.172 3.628
H 3.496 -1.695 3.455
H 5.925 -1.658 3.342
H -2.383 1.977 -4.326
H 5.841 2.830 1.448
H -1.343 1.268 4.195
H -1.677 1.046 1.444
H 0.999 3.980 2.820
H 1.368 1.869 -4.376
H 4.570 0.477 -0.008
H 5.730 4.309 0.476
*
```



(3)
Here is C8H7Cl2N3O in the gas phase at a distorted geometry from OMol25. Energies are from wB97M-V/def2-TZVPD.

Its highest occupied orbital energy (alpha / beta) is -8.82 / -8.82 eV. The SMILES is CCn1c2c(Cl)c(Cl)ccc2n[n+]1[O-]. The energy above the lowest of the compared OMol25 structures with the same formula, charge and spin is 204.7 kJ/mol. The value obtained for the gap between HOMO and LUMO (alpha / beta) is 0.322 / 0.322 hartree. For the LUMO energy (alpha / beta), the calculation gives -0.07 / -0.07 eV. The maximum force is 4.7 eV/Å.

```
! wB97M-V def2-TZVPD RIJCOSX def2/J DEFGRID3
* xyz 0 1
Cl 2.233 -3.057 -3.306
Cl 1.332 -0.013 -2.677
O -2.526 0.564 1.224
N -0.786 0.210 -0.154
N -1.805 -0.223 0.636
N -2.018 -1.496 0.588
C -0.437 1.544 0.140
C 0.292 -3.633 -1.328
C -0.168 -1.071 -0.730
C 1.090 -2.636 -1.972
C -1.062 -2.056 -0.169
C -0.648 -3.407 -0.289
C 0.925 1.768 0.756
C 0.733 -1.331 -1.734
H -1.175 1.897 0.829
H 1.185 1.242 1.678
H -1.356 -4.115 0.191
H -0.621 2.137 -0.701
H 1.063 2.806 1.011
H 1.804 1.554 0.111
H 0.539 -4.617 -1.604
*
```



(4)
Here is a molecular structure, C5H8O from OMol25. Energies are from wB97M-V/def2-TZVPD.

Its highest occupied orbital energy is -9.69 eV. The energy above the lowest of the compared OMol25 structures with the same formula, charge and spin is 145.3 kJ/mol. The value obtained for the gap between HOMO and LUMO is 0.397 hartree. For the LUMO energy, the calculation gives 1.13 eV. The maximum force is 0.4 eV/Å.

```
! wB97M-V def2-TZVPD RIJCOSX def2/J DEFGRID3
* xyz 0 1
O 0.802 -0.084 1.351
C 0.746 -0.863 0.126
C 0.276 0.975 0.505
C 1.115 0.407 -0.654
C -1.151 0.459 0.255
C -0.761 -0.981 -0.172
H -1.712 0.472 1.194
H -1.708 1.009 -0.508
H 0.747 0.506 -1.680
H -1.271 -1.771 0.382
H 0.410 1.984 0.900
H -0.923 -1.142 -1.242
H 2.171 0.666 -0.567
H 1.355 -1.769 0.151
*
```



(5)
Here is a molecular structure, C2H3Cl2PS at a distorted geometry from OMol25. Energies are from wB97M-V/def2-TZVPD.

Its highest occupied orbital energy is -8.38 eV. The energy above the lowest of the compared OMol25 structures with the same formula, charge and spin is 253.7 kJ/mol. The value obtained for the gap between HOMO and LUMO is 0.265 hartree. For the LUMO energy, the calculation gives -1.17 eV. The maximum force is 3.6 eV/Å.

```
! wB97M-V def2-TZVPD RIJCOSX def2/J DEFGRID3
* xyz 0 1
Cl -1.436 2.180 -0.717
Cl 1.110 2.111 0.703
S -3.810 -0.542 0.841
P -2.678 -0.259 -0.688
C -0.074 1.170 -0.334
C -0.568 -0.119 0.353
H -0.989 -0.145 1.373
H 0.527 0.970 -1.336
H -0.135 -1.042 -0.037
*
```



- Look up the maximum force of the third one.
  4.7 eV/Å